No. 1
Formula: C4H12N3
Source: the OMol25 dataset
Level of theory: the ωB97M-V functional and the def2-TZVPD basis

Results
SMILES	N/C=[NH+]\CCCN
total charge	+1
maximum force	4.00	eV/A
orbital gap	11.23	eV
LUMO energy	-0.103	Ha
calculated total energy	-8805.3078	eV

Each line ends with the Löwdin charge.
Element x y z (Å)
N -0.00877 -1.00124 -2.58886  0.1549
C -0.34679 -1.26998 -1.30658  -0.2263
N 0.24203 -0.92528 -0.24740  -0.0249
C 1.28520 0.08580 -0.08385  -0.1456
C 0.42112 1.28731 0.37653  -0.1998
C -0.22353 1.38437 1.77431  -0.2043
N -1.13413 0.20267 1.90020  -0.0087
H -0.78812 -1.09023 -3.28420  0.1539
H 0.96786 -0.82497 -2.73421  0.1047
H -1.44366 -1.57218 -1.07759  0.1820
H -0.49753 -0.88687 0.76904  0.2166
H 1.92889 -0.17527 0.72118  0.1097
H 1.86188 0.26327 -1.11553  0.1650
H 1.21989 2.06586 0.39046  0.1192
H -0.31279 1.55715 -0.49388  0.1499
H -0.79820 2.33389 2.05120  0.1477
H 0.59402 1.16635 2.47924  0.1200
H -1.32198 -0.17786 2.85684  0.1342
H -1.92017 0.48279 1.42749  0.0518



No. 2
Formula: CrFNO2S2
Source: the OMol25 dataset
Level of theory: the ωB97M-V functional and the def2-TZVPD basis

Results
spin multiplicity	5
maximum force	2.61	eV/A
orbital gap (spin up / spin down)	6.79 / 6.99	eV
LUMO energy (spin up / spin down)	-0.099 / -0.100	Ha
calculated total energy	-58392.8095	eV

Each line ends with the Löwdin charge.
Element x y z (Å)
Cr -0.73867 0.29761 -1.16891  0.8283
F -2.38104 0.67014 -1.78734  -0.5567
N 0.28178 -1.08636 1.66260  -0.6283
S -0.87921 -1.54168 0.73893  0.7574
S 1.22725 0.42678 1.25446  0.7481
O 0.76397 0.77249 -0.17690  -0.6816
O 2.60522 -0.13691 1.19919  -0.4672



No. 3
Formula: C72H178B3F12N11O26
Source: the OMol25 dataset
Level of theory: the ωB97M-V functional and the def2-TZVPD basis

Results
total charge	+6
maximum force	7.28	eV/A
orbital gap	5.94	eV
LUMO energy	-0.404	Ha
calculated total energy	-181757.8951	eV

Each line ends with the Löwdin charge.
Element x y z (Å)
C 31.61361 -0.49127 -10.63235  -0.0398
C 30.55332 -1.19871 -10.27726  -0.4179
C 29.18758 -0.60182 -10.23856  -0.3235
O 28.06681 -1.31183 -9.97724  -0.0861
C 28.94257 0.69599 -10.42070  -0.0400
C 30.05363 1.63990 -10.67428  -0.2787
C 31.52384 0.99969 -10.87885  -0.2320
O 32.52728 1.65251 -11.35441  -0.0475
O 29.89088 2.87634 -10.80743  -0.0611
O 30.79576 -2.46434 -10.08070  -0.0751
H 32.62558 -0.86796 -10.61171  0.0926
H 27.98859 1.18967 -10.30849  0.0995
C 21.62756 -2.24681 -11.32029  -0.0165
O 22.99294 -1.77281 -11.02980  -0.2089
C 23.28055 -1.69707 -9.64013  -0.1848
C 24.75302 -1.20776 -9.34515  -0.0284
N 25.13131 -0.36787 -10.60725  0.0869
H 26.11095 -0.39037 -10.85197  0.1003
H 24.69458 -0.90080 -11.34573  0.1018
C 24.73159 1.17605 -10.51269  -0.0395
C 24.73329 1.78794 -11.89480  -0.1746
O 26.06690 2.20141 -12.18083  -0.2048
C 26.82560 1.41084 -13.04319  -0.1038
H 21.62394 -3.31466 -11.10169  0.0926
H 21.35434 -2.09905 -12.36510  0.1016
H 20.90142 -1.94753 -10.56447  0.0884
H 23.39007 -2.68581 -9.19460  0.1241
H 22.50349 -1.13610 -9.12088  0.1212
H 25.34423 -2.12341 -9.35704  0.1160
H 24.88855 -0.62193 -8.43600  0.1173
H 25.45981 1.65300 -9.85670  0.1087
H 23.76723 1.20462 -10.00544  0.1232
H 24.14594 2.70614 -11.88919  0.1260
H 24.26117 1.25325 -12.71899  0.1370
H 27.86226 1.70106 -12.87222  0.0615
H 26.56051 1.72217 -14.05358  0.1046
H 26.76713 0.32543 -12.96217  0.0759
C 28.70524 1.41033 -7.12990  -0.0786
O 28.73017 1.22896 -5.72990  -0.1784
C 29.84036 1.76296 -5.14614  -0.2433
C 30.07564 1.26599 -3.69007  -0.0163
N 28.83045 1.75482 -2.86204  0.0911
H 28.08207 1.95616 -3.50971  0.1234
H 28.47965 0.95423 -2.35598  0.1778
C 29.18882 3.02119 -2.05449  -0.0338
C 27.82456 3.66281 -1.61779  -0.1892
O 27.06563 4.01123 -2.74145  -0.2274
C 25.94730 4.83195 -2.42192  -0.0586
H 29.63661 1.05970 -7.57456  0.0933
H 28.54936 2.44121 -7.44785  0.0789
H 27.85656 0.95598 -7.64119  0.0980
H 29.87095 2.85253 -5.14224  0.1136
H 30.72649 1.42915 -5.68599  0.1269
H 30.97737 1.70473 -3.26288  0.1288
H 30.02781 0.18049 -3.60351  0.1185
H 29.83710 3.64704 -2.66779  0.1311
H 29.75385 2.69722 -1.18049  0.1448
H 28.13874 4.58892 -1.13641  0.1401
H 27.31714 3.01230 -0.90544  0.1433
H 26.24842 5.86449 -2.24507  0.1045
H 25.47934 4.44979 -1.51470  0.1075
H 25.26691 4.86322 -3.27292  0.0671
C 38.12387 0.48181 -2.27853  -0.0815
O 37.05305 1.01366 -3.03237  -0.2140
C 37.35020 1.95068 -4.08745  -0.1677
C 36.03483 2.27389 -4.84524  -0.0164
N 35.43818 0.91042 -5.37515  0.0844
H 34.92795 1.16724 -6.20810  0.1439
H 36.20246 0.27249 -5.54552  0.1692
C 34.42817 0.15589 -4.51083  -0.0596
C 33.77611 -0.91909 -5.44369  -0.1855
O 33.17776 -0.30516 -6.55591  -0.2043
C 32.36001 -1.18147 -7.31643  -0.0775
H 38.87353 1.21655 -1.98484  0.0998
H 38.62717 -0.35767 -2.75817  0.0951
H 37.77788 0.11372 -1.31265  0.0979
H 38.08809 1.51534 -4.76132  0.1340
H 37.76673 2.86169 -3.65772  0.1407
H 36.23449 2.87416 -5.73289  0.1364
H 35.29914 2.63461 -4.12639  0.1267
H 33.80385 0.85271 -3.95158  0.1216
H 35.02308 -0.35912 -3.75655  0.1292
H 32.95980 -1.42180 -4.92503  0.1298
H 34.54599 -1.64786 -5.69726  0.1370
H 31.57011 -1.75756 -6.83448  0.0803
H 32.97935 -1.89372 -7.86159  0.0742
H 31.93449 -0.51240 -8.06434  0.0757
C 31.07824 5.87515 -20.22832  -0.0988
O 30.79790 4.60896 -19.78839  -0.1895
C 31.64129 3.64971 -20.32708  -0.2115
C 31.41610 2.24594 -19.70618  -0.0354
N 31.32011 2.29131 -18.16095  0.0917
H 31.25482 1.34758 -17.80710  0.1472
H 32.23346 2.59348 -17.85338  0.1706
C 30.28886 3.14078 -17.42168  -0.0895
C 29.72072 2.52237 -16.15239  -0.1502
O 30.81853 2.03959 -15.34229  -0.2200
C 30.42651 1.33567 -14.18677  -0.0852
H 32.08408 6.26639 -20.07565  0.1013
H 30.36635 6.62062 -19.87392  0.1094
H 31.05214 5.82081 -21.31665  0.1042
H 32.66978 3.97610 -20.17283  0.1318
H 31.64653 3.49968 -21.40670  0.1469
H 32.15853 1.50843 -20.01109  0.1361
H 30.48200 1.86647 -20.12037  0.1370
H 29.51880 3.44188 -18.13193  0.1392
H 30.77407 4.10810 -17.29151  0.1318
H 29.17266 1.71563 -16.63910  0.1340
H 29.16059 3.23560 -15.54769  0.1355
H 29.61112 0.64241 -14.39320  0.0978
H 30.12739 2.05341 -13.42291  0.0692
H 31.26196 0.80456 -13.73065  0.0872
C 33.35937 -2.82580 -13.31971  -0.0539
O 32.68960 -2.74016 -14.59637  -0.1812
C 33.53977 -2.65745 -15.72524  -0.2177
C 32.80576 -2.23202 -16.99106  -0.0385
N 31.42405 -2.97656 -17.24712  0.0921
H 30.67426 -2.63219 -16.66461  0.1491
H 31.15777 -2.70595 -18.18305  0.1670
C 31.35830 -4.48799 -17.09355  -0.0628
C 29.87218 -4.90780 -17.31850  -0.1951
O 29.02192 -4.10368 -16.55611  -0.2213
C 27.62178 -4.25683 -16.89527  -0.0285
H 33.90062 -3.76942 -13.25086  0.1000
H 32.63696 -2.77575 -12.50502  0.0779
H 34.11366 -2.05701 -13.15211  0.0699
H 33.90355 -3.65638 -15.96584  0.1293
H 34.46804 -2.08706 -15.69278  0.1366
H 33.32933 -2.24603 -17.94697  0.1398
H 32.49752 -1.18987 -16.90739  0.1080
H 31.71770 -4.82616 -16.12165  0.1137
H 32.02450 -4.98675 -17.79750  0.1462
H 29.80479 -5.93466 -16.95916  0.1418
H 29.77305 -4.81674 -18.40016  0.1351
H 27.49651 -4.04155 -17.95642  0.1012
H 27.14131 -3.48341 -16.29605  0.0819
H 27.15417 -5.22446 -16.71318  0.1066
C 26.24750 2.94022 -5.46598  -0.0942
O 25.95412 3.86951 -6.50801  -0.1752
C 24.69438 3.84815 -7.13868  -0.1845
C 23.52802 4.60576 -6.40490  -0.0378
N 23.94170 6.06009 -6.23439  0.0708
H 24.81446 6.25914 -5.76665  0.1604
H 24.33544 6.49829 -7.05480  0.1484
C 22.82557 7.07936 -5.78073  -0.0338
C 21.87912 6.56091 -4.71339  -0.2396
O 22.70374 6.05756 -3.73106  -0.1943
C 21.96862 5.23063 -2.86027  -0.0753
H 27.25963 3.15886 -5.12557  0.0687
H 26.20885 1.89280 -5.76519  0.0914
H 25.61029 2.78719 -4.59498  0.0940
H 24.36710 2.84465 -7.41067  0.1302
H 24.82996 4.35480 -8.09420  0.1158
H 23.29322 4.19792 -5.42173  0.1326
H 22.64905 4.62597 -7.04917  0.1472
H 22.15914 7.26500 -6.62305  0.1393
H 23.37541 7.97254 -5.48405  0.1418
H 21.24434 5.74255 -5.05315  0.1261
H 21.16729 7.36179 -4.51338  0.1567
H 21.62458 5.95760 -2.12459  0.1128
H 22.53506 4.45975 -2.33780  0.0917
H 21.09898 4.71511 -3.26779  0.1022
C 29.59142 5.85649 -6.57827  -0.0706
O 30.42120 5.59367 -7.74977  -0.1904
C 31.04403 4.31968 -7.54811  -0.1866
C 32.22977 4.19177 -8.52056  -0.0502
N 31.90226 4.39880 -9.98540  0.0981
H 32.66667 4.09241 -10.57015  0.1086
H 31.11544 3.84492 -10.29237  0.0667
C 31.85358 5.86239 -10.45403  -0.0519
C 31.72325 5.98333 -11.95948  -0.1920
O 32.48175 5.00152 -12.59594  -0.2034
C 32.09215 4.61420 -13.94236  -0.0311
H 28.81957 5.10762 -6.40064  0.0694
H 29.11721 6.82980 -6.70432  0.0844
H 30.19087 5.85010 -5.66793  0.0932
H 30.26084 3.60430 -7.79902  0.0945
H 31.34325 4.11583 -6.52000  0.1154
H 32.78170 3.25217 -8.54545  0.1289
H 33.03325 4.86809 -8.22882  0.1414
H 32.79304 6.31809 -10.14117  0.1405
H 31.12776 6.45718 -9.89950  0.1140
H 32.02118 6.92609 -12.41833  0.1485
H 30.68189 5.78683 -12.21461  0.0907
H 32.42506 5.41211 -14.60613  0.1008
H 31.01784 4.43038 -13.92892  0.0637
H 32.60194 3.68732 -14.20527  0.0780
C 23.74764 -6.34259 -14.38162  -0.0194
O 25.10311 -6.43781 -13.80302  -0.1834
C 25.19734 -5.91009 -12.55379  -0.2358
C 26.63108 -5.36453 -12.30998  -0.0591
N 27.15542 -4.55867 -13.47554  0.1020
H 27.18246 -5.30303 -14.15767  0.1401
H 26.43368 -3.94432 -13.82449  0.1104
C 28.52667 -3.80840 -13.31291  -0.0223
C 29.65430 -4.74722 -12.94581  -0.1752
O 29.64745 -5.82289 -13.88395  -0.1959
C 30.67701 -6.69411 -13.78206  -0.1197
H 22.91354 -6.68142 -13.76714  0.0997
H 23.77286 -6.94326 -15.29084  0.0933
H 23.59961 -5.29451 -14.64182  0.0787
H 24.89521 -6.56778 -11.73877  0.1370
H 24.53974 -5.04164 -12.51580  0.1216
H 27.25503 -6.22741 -12.07716  0.1394
H 26.57359 -4.62991 -11.50678  0.1209
H 28.45194 -3.04892 -12.53464  0.1302
H 28.62239 -3.41442 -14.32470  0.1068
H 29.57383 -5.22267 -11.96828  0.1094
H 30.58483 -4.18041 -12.91533  0.1166
H 30.76852 -7.08548 -12.76887  0.1017
H 31.56396 -6.15081 -14.10800  0.0777
H 30.59343 -7.47633 -14.53655  0.1078
C 35.64406 -2.06173 -9.43562  -0.0793
O 36.21043 -0.76071 -9.32263  -0.2002
C 35.52485 0.35229 -9.93714  -0.1234
C 35.42513 0.32870 -11.52936  -0.0698
N 35.43666 1.73186 -12.04303  0.0322
H 34.59545 2.20330 -11.74264  0.1042
H 36.13872 2.29417 -11.58366  0.1188
C 35.49834 1.93716 -13.54779  -0.0304
C 36.87796 1.42738 -14.21641  -0.1186
O 38.07029 1.69682 -13.41543  -0.1750
C 39.09407 0.74067 -13.33769  -0.1142
H 36.28973 -2.77471 -8.92291  0.0966
H 35.74318 -2.25636 -10.50352  0.0874
H 34.69204 -2.23960 -8.93550  0.0622
H 36.17753 1.18996 -9.69133  0.1203
H 34.55593 0.36757 -9.43809  0.1113
H 34.51824 -0.08196 -11.97322  0.0933
H 36.26823 -0.19055 -11.98503  0.1261
H 35.24213 2.99579 -13.50566  0.1329
H 34.71271 1.27684 -13.91503  0.1149
H 36.95997 1.85541 -15.21550  0.1245
H 36.79897 0.34114 -14.26032  0.1032
H 38.90544 -0.21003 -12.83901  0.0802
H 39.95228 1.08443 -12.76028  0.1011
H 39.55459 0.47815 -14.29012  0.0940
C 33.19431 -6.54946 -6.95575  -0.0534
O 31.77152 -6.56194 -7.23496  -0.2048
C 31.48027 -6.16685 -8.58164  -0.1934
C 29.97603 -5.72599 -8.69178  -0.0349
N 29.80516 -4.66454 -7.61057  0.0806
H 30.05727 -5.00201 -6.69261  0.1638
H 30.46055 -3.95750 -7.91165  0.1297
C 28.45136 -3.94710 -7.52366  -0.0604
C 28.65909 -2.60903 -6.92369  -0.1952
O 29.42041 -2.59303 -5.70982  -0.1993
C 28.82058 -2.39830 -4.43537  -0.0984
H 33.54076 -7.47408 -7.41744  0.1033
H 33.33367 -6.72064 -5.88833  0.0928
H 33.60472 -5.56276 -7.17044  0.0817
H 31.71796 -7.09915 -9.09390  0.1320
H 32.05168 -5.40476 -9.11155  0.1166
H 29.32223 -6.49609 -8.28240  0.1461
H 29.71464 -5.37130 -9.68876  0.1159
H 27.77389 -4.56413 -6.93341  0.1516
H 28.05107 -3.89055 -8.53593  0.1207
H 27.66602 -2.18870 -6.76484  0.1374
H 29.14205 -1.86897 -7.56178  0.1038
H 28.26313 -1.46680 -4.33704  0.0659
H 29.52940 -2.46087 -3.60968  0.0877
H 28.12988 -3.17976 -4.11858  0.0995
C 25.23882 11.50601 -11.42307  -0.0785
O 25.66431 10.28719 -10.89640  -0.2044
C 25.87853 10.10857 -9.49110  -0.1722
C 27.03163 9.08028 -9.30504  -0.0662
N 26.75854 7.76411 -10.05560  0.0787
H 25.75193 7.73691 -9.97755  0.1604
H 26.97275 7.92538 -11.02935  0.1520
C 27.54904 6.48156 -9.63346  -0.0362
C 27.68242 5.45999 -10.81119  -0.1391
O 27.85303 6.10792 -12.09873  -0.1792
C 28.24695 5.22306 -13.07953  -0.1178
H 26.01630 12.26124 -11.30795  0.1013
H 24.34375 11.91851 -10.95747  0.0998
H 25.02357 11.28386 -12.46826  0.1063
H 24.93974 9.86811 -8.99217  0.1244
H 26.29093 11.00390 -9.02589  0.1383
H 27.21840 8.74328 -8.28540  0.1202
H 27.95579 9.54236 -9.65220  0.1450
H 26.94580 6.14487 -8.79035  0.1074
H 28.43596 6.79047 -9.08023  0.1026
H 26.79960 4.82068 -10.80631  0.1223
H 28.49354 4.80251 -10.49830  0.1031
H 29.06238 4.58023 -12.74795  0.0629
H 28.38658 5.80782 -13.98875  0.1130
H 27.35313 4.62352 -13.25194  0.0948
B 35.82734 4.25552 -10.07508  -1.4971
F 35.94106 5.46863 -9.56658  0.2182
F 36.97844 3.85227 -10.70128  0.1657
F 35.54589 3.42560 -9.05352  0.1587
F 34.80079 4.26392 -11.01708  0.1260
B 25.44468 -1.71823 -13.97484  -1.4922
F 26.57585 -1.34843 -14.70160  0.1137
F 24.57281 -0.69798 -14.07456  0.1872
F 24.87764 -2.86434 -14.47209  0.1648
F 25.80209 -1.87217 -12.69441  0.1835
B 25.12333 -5.53602 -8.52209  -1.3764
F 24.56813 -4.68940 -7.58008  0.1091
F 25.75844 -6.61033 -7.86446  0.0934
F 24.15595 -5.85956 -9.43757  0.1481
F 26.13864 -4.83075 -9.11618  0.1020



The records above give, respectively, relative energy (zero: lowest compared OMol25 entry of this formula, charge and spin) values of 234.1, 0.0, 0.0 kJ/mol.